{"formula": "C3H7N3S2", "method": "ωB97M-V/def2-TZVPD", "relative_energy_kcal_mol": 118.8, "homo_ev": -7.84, "total_charge": 0, "molar_mass_g_mol": 149.24, "lumo_energy_ev": 0.40, "largest_force_ev_per_a": 3.55, "homo_lumo_gap_ev": 8.243, "spin_multiplicity": 1, "symbols": ["C", "S", "H", "H", "H", "C", "H", "N", "C", "H", "N", "H", "N", "S", "H"], "positions_angstrom": [[0.752, 0.174, 0.462], [-2.746, -1.755, 0.145], [-3.145, 1.768, -1.208], [-4.647, 0.802, -0.610], [2.050, -1.600, -0.649], [2.631, -0.762, -0.425], [3.709, -0.965, -0.581], [-0.278, 0.703, 0.466], [2.069, -0.180, 0.889], [2.342, -0.869, 1.716], [-3.666, 0.859, -0.919], [2.462, -0.029, -1.131], [-1.420, 1.031, 0.144], [-2.833, 0.175, 0.437], [2.720, 0.647, 1.263]]}



{"formula": "C25H43Cl3EuN5O4Si", "method": "ωB97M-V/def2-TZVPD", "homo_ev": [-0.96, -0.78], "total_charge": -1, "molar_mass_g_mol": 764.06, "lumo_energy_ev": [2.32, 1.84], "largest_force_ev_per_a": 3.56, "homo_lumo_gap_ev": [3.280, 2.621], "s_squared": 15.791, "spin_multiplicity": 8, "symbols": ["H", "H", "H", "Si", "H", "H", "Cl", "H", "C", "C", "O", "C", "C", "H", "Cl", "H", "H", "N", "H", "C", "H", "H", "Eu", "C", "H", "H", "O", "N", "H", "C", "H", "O", "C", "C", "C", "C", "H", "C", "H", "H", "H", "C", "C", "H", "H", "H", "H", "H", "N", "C", "H", "H", "H", "C", "H", "H", "C", "C", "C", "H", "Cl", "H", "C", "H", "H", "C", "H", "H", "H", "N", "C", "H", "N", "H", "O", "H", "C", "C", "C", "H", "H", "H"], "positions_angstrom": [[-4.208, 5.545, -1.253], [-0.197, 2.257, -1.474], [-3.155, 3.967, -2.961], [-1.157, -1.861, -3.205], [2.310, -1.128, 5.182], [-1.519, 3.299, -3.172], [0.673, -4.041, -0.935], [1.737, 5.627, 1.794], [1.604, -1.376, 3.156], [4.376, -3.053, -0.864], [-1.453, -1.882, 1.520], [3.657, 2.155, 2.249], [0.396, -2.607, -3.967], [3.580, 1.023, 4.561], [3.143, -0.952, -2.741], [-4.781, -0.752, 0.720], [-3.105, -0.762, -4.269], [1.706, -0.965, 1.887], [2.939, -5.955, -0.438], [3.852, -4.793, -2.485], [-1.882, -4.173, -3.023], [-1.954, -1.433, -5.450], [1.746, -1.611, -0.540], [-0.896, 2.579, -0.693], [-0.423, 2.594, 3.973], [-3.383, 1.932, 1.764], [4.011, -2.374, 0.139], [2.995, 0.885, 2.572], [0.018, -2.523, 2.631], [0.607, 4.218, 0.606], [-3.055, 0.993, 3.239], [2.272, 0.636, 0.398], [-2.490, 3.147, -2.687], [-4.300, 4.610, -0.675], [1.066, 4.760, 1.808], [-3.020, 3.961, -0.332], [-1.571, 0.126, -4.659], [3.014, 0.415, 3.853], [0.247, -3.695, -4.098], [-4.611, 0.790, 2.370], [3.123, -4.668, 0.777], [2.341, -0.729, 4.176], [-3.746, -0.637, 0.375], [0.969, 4.615, -0.343], [0.943, 4.700, 3.966], [-4.791, 4.872, 0.268], [3.597, 2.318, 1.166], [-2.945, 2.213, -3.055], [3.952, -4.291, -1.122], [-3.537, 0.967, 2.258], [3.577, -3.971, -3.163], [4.521, -5.711, 0.332], [4.712, 2.123, 2.571], [3.620, -5.200, -0.038], [0.525, -2.676, 4.282], [5.055, -2.631, -1.654], [-2.034, -0.864, -4.510], [0.662, 4.213, 3.027], [-0.301, 3.109, 0.579], [1.318, -2.464, -3.378], [-0.463, -0.553, -1.440], [-3.279, -3.086, -2.892], [-1.875, -0.798, 1.963], [4.800, -5.245, -2.811], [0.586, -2.162, -4.957], [-2.314, 3.080, -1.181], [-1.119, 1.560, 1.817], [3.070, -5.564, -2.502], [-3.333, -1.591, 0.045], [-2.943, -0.112, 1.471], [-2.242, -3.240, -2.559], [-4.991, 3.949, -1.217], [0.766, -2.419, 3.331], [-1.421, -0.278, 2.846], [-2.014, 1.712, -0.684], [-2.421, 4.429, 0.464], [-0.116, 3.054, 3.027], [2.317, 0.204, 1.593], [-0.560, 2.497, 1.826], [-3.744, 0.079, -0.458], [-2.207, -3.370, -1.469], [3.152, 2.986, 2.771]]}



{"formula": "C13H8Cl2FNO5S", "method": "ωB97M-V/def2-TZVPD", "relative_energy_kcal_mol": 1.6, "homo_ev": -9.39, "total_charge": 0, "smiles": "O=[N+]([O-])c1ccc(/C(=C\\c2ccc(F)cc2)S(=O)(=O)C(Cl)Cl)o1", "molar_mass_g_mol": 380.18, "lumo_energy_ev": -1.50, "largest_force_ev_per_a": 4.58, "homo_lumo_gap_ev": 7.891, "spin_multiplicity": 1, "symbols": ["C", "H", "C", "C", "H", "O", "C", "H", "F", "Cl", "O", "C", "S", "H", "C", "O", "C", "C", "H", "O", "Cl", "C", "H", "H", "N", "C", "C", "O", "H", "C", "C"], "positions_angstrom": [[1.867, -2.631, 0.113], [1.278, -1.554, 3.804], [1.581, -1.263, 0.409], [1.773, -3.171, 2.470], [1.153, 0.165, 1.982], [-4.426, 2.481, 1.503], [1.951, -3.565, 1.140], [-3.403, 0.021, 1.523], [1.838, -4.137, 3.442], [-0.130, 2.461, -4.946], [0.915, 3.294, -1.630], [1.585, -0.208, -0.636], [0.863, 1.940, -2.191], [2.500, -0.151, -1.220], [-0.660, 0.781, -0.171], [-1.317, 1.967, -0.176], [-1.406, -0.164, 0.453], [-2.554, 0.493, 0.979], [-1.363, 2.241, -2.981], [2.134, 1.603, -2.841], [-0.926, -0.047, -3.694], [-0.516, 1.687, -3.376], [2.156, -4.610, 0.908], [-1.168, -1.240, 0.585], [-3.426, 2.805, 0.855], [0.573, 0.704, -0.915], [1.460, -1.827, 2.778], [-3.182, 3.972, 0.486], [1.975, -2.940, -0.926], [-2.507, 1.783, 0.534], [1.382, -0.889, 1.739]]}



E_tot per entry: -1078.9776 -3933.6368 -2349.3884 Eh